Record 1
The following is a DFT calculation (ωB97M-V/def2-TZVPD) of C31H54BN2O3PRuS as an isolated structure.

Output
- Net charge: +2
- Gap between HOMO and LUMO (alpha / beta): 0.28236 / 0.20653 Eh
- Spin multiplicity: 5
- Expectation value of S²: 6.03
- Relative energy (zero: lowest compared OMol25 entry of this formula, charge and spin): 1.518 eV

Each line ends with the Mulliken spin population.
Geometry (Å):
Ru 0.116 -0.162 -0.040  2.579
C 2.206 -1.455 0.516  0.074
C 1.378 -1.777 1.580  0.208
C 1.179 -0.485 2.356  0.104
C 1.779 0.525 1.582  -0.047
C 2.539 -0.054 0.531  0.331
C 3.677 0.581 -0.230  0.082
C 3.355 0.682 -1.724  0.061
C 3.976 1.976 0.317  0.009
C 4.910 -0.321 -0.048  0.028
C 0.693 -0.166 3.773  0.110
C 1.611 0.928 4.361  0.039
C 0.742 -1.346 4.742  0.027
C -0.740 0.388 3.757  0.071
C 0.863 -3.189 1.817  -0.033
C -0.654 -3.179 2.039  0.044
C 1.149 -4.052 0.580  0.025
C 1.590 -3.874 2.996  0.036
H 2.592 -2.160 -0.197  0.015
H 1.875 1.553 1.887  -0.018
H 2.556 1.396 -1.909  -0.005
H 3.056 -0.284 -2.136  -0.004
H 4.245 1.021 -2.256  -0.007
H 3.129 2.652 0.178  0.000
H 4.822 2.404 -0.220  -0.001
H 4.234 1.951 1.377  0.000
H 4.781 -1.285 -0.541  -0.004
H 5.131 -0.498 1.005  0.001
H 5.776 0.166 -0.496  0.005
H 2.665 0.669 4.267  0.001
H 1.386 1.040 5.421  0.001
H 1.451 1.901 3.895  0.000
H 1.745 -1.761 4.825  -0.004
H 0.048 -2.139 4.480  0.002
H 0.457 -0.982 5.729  -0.001
H -0.824 1.240 3.083  -0.012
H -0.991 0.723 4.764  -0.002
H -1.462 -0.369 3.452  -0.008
H -1.179 -2.878 1.127  -0.006
H -0.961 -2.511 2.841  -0.007
H -0.984 -4.186 2.294  -0.001
H 0.752 -3.598 -0.326  -0.013
H 0.672 -5.022 0.723  0.000
H 2.216 -4.235 0.452  0.002
H 1.183 -3.616 3.965  0.004
H 2.658 -3.651 2.994  -0.003
H 1.483 -4.952 2.877  0.001
C 1.293 -1.858 -4.187  0.003
P -0.006 -2.221 -3.017  0.018
C -0.165 -3.997 -2.957  0.006
C -1.540 -1.589 -3.680  0.001
O 0.306 -1.670 -1.626  0.018
H 0.972 -2.110 -5.197  0.001
H 2.177 -2.446 -3.941  0.000
H 1.540 -0.799 -4.137  -0.001
H -0.323 -4.392 -3.961  0.001
H -1.009 -4.277 -2.326  0.000
H 0.747 -4.431 -2.548  0.000
H -1.745 -2.037 -4.652  0.000
H -1.491 -0.507 -3.805  0.000
H -2.352 -1.834 -2.995  0.000
O 0.422 1.146 -2.836  0.028
B -0.425 0.955 -1.760  -0.074
O -1.657 1.561 -1.976  0.031
C -1.559 2.145 -3.233  0.008
C -2.512 2.859 -3.922  0.001
C -2.133 3.324 -5.180  0.001
C -0.865 3.076 -5.701  0.001
C 0.086 2.346 -4.989  -0.001
C -0.309 1.896 -3.752  0.002
H -3.494 3.046 -3.514  0.000
H -2.841 3.892 -5.767  0.000
H -0.609 3.462 -6.677  0.000
H 1.075 2.157 -5.381  0.000
C -4.966 2.652 0.457  -0.002
N -4.177 1.489 0.886  0.025
C -4.951 0.249 0.986  0.008
C -2.845 1.512 0.897  -0.002
S -2.080 -0.045 0.591  0.185
N -2.226 2.648 1.210  0.014
C -0.850 2.977 0.870  0.046
C -2.865 3.655 2.068  0.001
H -5.691 2.294 -0.272  0.000
H -4.322 3.380 -0.027  0.000
H -5.499 3.114 1.287  0.001
H -5.924 0.512 1.395  0.001
H -4.468 -0.455 1.657  0.002
H -5.082 -0.207 0.005  -0.003
H -0.368 2.152 0.342  -0.005
H -0.295 3.198 1.782  -0.001
H -0.835 3.856 0.223  -0.002
H -3.700 3.211 2.602  0.001
H -3.202 4.524 1.504  0.001
H -2.119 3.977 2.793  0.000



Record 2
The following is a DFT calculation (ωB97M-V/def2-TZVPD) of one molecule with the formula C4H6N2S2.

Output
- SMILES string: S=C1N[C@@H]2[C@H](S)[C@@H]2N1
- Gap between HOMO and LUMO: 0.29760 Eh
- Spin multiplicity: 1
- Relative energy (zero: lowest compared OMol25 entry of this formula, charge and spin): 3.577 eV

Each line ends with the Mulliken charge.
Geometry (Å):
C -1.686 0.195 0.109  -0.437
C -1.072 0.549 -1.034  0.082
C 0.921 0.191 -0.513  -0.117
C -0.741 1.455 0.119  -0.631
H -2.174 -2.124 0.696  0.147
H -2.727 0.481 0.285  0.415
H -1.862 0.608 -1.870  0.333
H 0.182 -0.645 -2.059  0.184
H 0.812 1.134 1.361  0.278
H -0.995 2.395 0.515  0.481
N 0.162 0.066 -1.481  0.046
N 0.563 1.102 0.381  -0.135
S -1.396 -1.063 1.383  -0.246
S 2.468 -0.460 -0.340  -0.401



Record 3
The following is a DFT calculation (ωB97M-V/def2-TZVPD) of an isolated ion of composition C4H11N2OSi and charge +1.

Output
- Net charge: +1
- Gap between HOMO and LUMO: 0.29714 Eh
- Spin multiplicity: 1
- Relative energy (zero: lowest compared OMol25 entry of this formula, charge and spin): 4.672 eV

Each line ends with the Mulliken charge.
Geometry (Å):
C 2.427 0.325 -0.116  0.733
C 3.235 -0.929 0.457  -0.993
C -2.589 -1.390 -0.264  -1.137
C -2.796 1.838 0.102  -0.947
N 1.101 -0.081 0.062  -0.115
N 3.045 1.364 -0.523  -0.675
O -0.187 0.617 -0.107  -0.198
Si -1.789 0.289 -0.064  0.666
H 3.696 -1.480 -0.324  0.317
H 2.470 -1.551 0.894  0.233
H 3.966 -0.403 1.052  0.357
H -2.365 -2.265 0.221  0.449
H -3.670 -1.415 -0.137  0.394
H -2.287 -1.644 -1.241  0.379
H -3.915 1.621 0.201  0.361
H -2.312 2.672 0.733  0.323
H -2.994 2.282 -0.880  0.367
H 0.900 -1.064 0.297  0.231
H 4.065 1.212 -0.364  0.256



Record 4
The following is a DFT calculation (ωB97M-V/def2-TZVPD) of one molecule with the formula C4H7NO.

Output
- SMILES string: COC12CN1C2
- Gap between HOMO and LUMO: 0.39763 Eh
- Spin multiplicity: 1
- Relative energy (zero: lowest compared OMol25 entry of this formula, charge and spin): 3.541 eV

Each line ends with the Mulliken charge.
Geometry (Å):
C -1.416 -0.441 1.104  -0.785
N 0.099 0.442 -1.172  -0.460
C 1.081 1.353 -0.536  -0.341
C 0.618 0.162 0.166  0.361
O -0.134 0.125 1.301  -0.364
C 0.856 -0.812 -0.897  -0.219
H -1.354 -1.524 0.922  0.270
H -1.980 -0.245 2.018  0.274
H -1.910 0.032 0.244  0.354
H 2.092 1.413 -0.953  0.232
H 0.636 2.293 -0.213  0.229
H 0.227 -1.703 -0.915  0.225
H 1.848 -0.933 -1.346  0.225



| no. | molar mass (Da) |
| --- | --- |
| 1 | 677.7 |
| 2 | 146.2 |
| 3 | 131.2 |
| 4 | 85.1 |